C38H62N16O18 | ωB97M-V with the def2-TZVPD basis set

The geometry in ORCA input format:
```
! wB97M-V def2-TZVPD RIJCOSX def2/J DEFGRID3
* xyz 0 1
C 0.43 1.32 1.55
C 0.56 2.16 0.43
C 0.53 1.71 -0.82
C 0.41 0.34 -1.01
C 0.24 -0.53 0.02
C 0.21 -0.01 1.34
O 0.15 -0.91 2.31
O 0.81 2.59 -1.86
H 0.51 1.62 2.58
H 0.64 3.21 0.67
H 0.43 -0.23 -1.93
H 0.06 -1.58 -0.19
H 0.52 -1.75 2.04
H 0.84 2.17 -2.73
C 8.28 2.66 -1.13
C 7.11 3.15 -1.66
C 7.15 4.09 -2.73
C 8.33 4.43 -3.33
C 9.49 3.95 -2.80
C 9.47 3.11 -1.65
O 10.65 2.58 -1.11
O 5.97 4.57 -3.16
H 8.28 1.99 -0.28
H 6.12 2.85 -1.35
H 8.28 5.03 -4.22
H 10.39 4.31 -3.26
H 10.55 2.02 -0.34
H 5.26 4.19 -2.65
C 0.87 -2.39 -9.47
C 1.22 -1.44 -8.48
C 0.83 -0.18 -8.67
C 0.00 0.25 -9.71
C -0.37 -0.69 -10.57
C 0.04 -1.99 -10.46
O -0.54 -2.95 -11.27
O 1.08 0.80 -7.71
H 1.13 -3.43 -9.46
H 1.76 -1.60 -7.56
H -0.46 1.23 -9.63
H -1.02 -0.50 -11.41
H -0.06 -3.77 -11.22
H 1.12 1.59 -8.25
C -6.01 6.10 7.43
C -7.22 6.79 7.46
C -7.59 7.42 6.23
C -6.78 7.47 5.10
C -5.59 6.75 5.12
C -5.17 6.12 6.30
O -3.94 5.54 6.36
O -8.85 8.03 6.05
H -5.71 5.50 8.28
H -7.96 6.62 8.24
H -7.14 8.02 4.24
H -4.97 6.92 4.25
H -3.28 5.92 5.78
H -8.97 8.75 5.42
C -4.02 9.20 -3.34
C -5.32 9.42 -2.77
C -5.86 8.61 -1.90
C -5.20 7.47 -1.50
C -3.96 7.18 -2.07
C -3.36 8.06 -2.93
O -2.28 7.80 -3.64
O -7.06 8.78 -1.41
H -3.56 9.90 -4.02
H -5.71 10.41 -2.98
H -5.61 6.71 -0.86
H -3.47 6.31 -1.67
H -1.66 7.14 -3.32
H -7.60 9.22 -2.07
C -5.41 0.07 6.19
O -5.14 -0.31 7.33
N -4.49 0.46 5.33
N -6.58 0.04 5.67
H -4.75 0.94 4.48
H -3.59 0.45 5.79
H -7.35 -0.21 6.27
H -6.83 0.82 5.07
C -5.66 0.13 -0.76
O -5.33 0.61 0.30
N -5.03 0.40 -1.91
N -6.55 -0.69 -1.01
H -4.04 0.56 -1.89
H -5.42 0.27 -2.83
H -6.76 -1.23 -0.18
H -6.47 -1.12 -1.92
C 4.30 -6.90 4.76
O 3.49 -6.02 4.49
N 5.41 -6.99 4.03
N 4.20 -7.77 5.76
H 5.69 -6.16 3.54
H 6.06 -7.74 4.23
H 3.46 -7.62 6.43
H 5.00 -8.36 5.93
C 2.03 -7.57 -4.90
O 2.70 -7.59 -5.90
N 2.08 -6.76 -3.83
N 1.00 -8.29 -4.69
H 2.90 -6.21 -3.62
H 1.32 -6.67 -3.18
H 0.63 -8.33 -3.75
H 0.52 -8.80 -5.42
C 7.12 -1.50 5.55
O 7.34 -2.10 4.54
N 8.03 -0.74 6.12
N 5.95 -1.26 6.03
H 8.89 -0.64 5.59
H 7.78 -0.17 6.92
H 5.87 -0.71 6.88
H 5.14 -1.62 5.55
C 0.01 -8.26 0.55
O -0.06 -7.09 0.17
N 1.11 -8.92 0.54
N -1.00 -8.92 0.90
H 1.88 -8.28 0.39
H 1.14 -9.85 0.94
H -0.88 -9.84 1.31
H -1.93 -8.52 0.96
C -5.16 -5.08 2.03
O -5.42 -6.16 1.53
N -4.03 -4.46 2.04
N -5.87 -4.41 2.85
H -3.29 -4.80 1.45
H -3.94 -3.54 2.46
H -5.31 -3.63 3.17
H -6.61 -4.76 3.44
C 5.85 -3.14 -0.78
O 5.33 -3.11 -1.89
N 5.30 -2.52 0.21
N 7.02 -3.63 -0.42
H 4.40 -2.10 0.04
H 5.70 -2.53 1.14
H 7.26 -3.28 0.49
H 7.62 -3.99 -1.16
*
```

The relative energy (zero: lowest compared OMol25 entry of this formula, charge and spin) is 640.6 kJ/mol. The value obtained for the energy is -3715.59817 a.u.

Here are the Mulliken charges for atoms 1 to 2, given in e: -0.71 -0.23

C38H63AsIrN4O7SSi | ωB97M-V with the def2-TZVPD basis set

The geometry in ORCA input format:
```
! wB97M-V def2-TZVPD RIJCOSX def2/J DEFGRID3
* xyz 0 6
Ir 0.33 -0.73 1.57
C 1.11 0.82 4.84
O 1.59 0.55 3.54
C 2.42 1.48 2.96
C 2.87 2.62 3.60
C 3.70 3.51 2.92
C 4.08 3.24 1.62
C 3.64 2.09 0.98
C 2.80 1.18 1.63
N 2.32 0.01 1.03
N 2.94 -0.24 -0.11
C 2.62 -1.27 -0.93
C 1.93 -2.45 -0.65
O 1.50 -2.73 0.63
C 1.72 -3.44 -1.62
C 2.18 -3.29 -2.89
C 2.90 -2.12 -3.25
C 3.38 -1.94 -4.56
C 4.09 -0.82 -4.91
C 4.36 0.15 -3.93
C 3.89 0.00 -2.65
C 3.15 -1.13 -2.27
H 0.61 1.79 4.88
H 1.94 0.82 5.56
H 0.42 0.01 5.06
H 2.58 2.82 4.62
H 4.05 4.40 3.43
H 4.72 3.92 1.08
H 3.92 1.87 -0.03
H 1.17 -4.33 -1.32
H 2.00 -4.06 -3.64
H 3.17 -2.70 -5.30
H 4.45 -0.69 -5.92
H 4.93 1.03 -4.19
H 4.09 0.76 -1.90
C 1.65 -4.63 3.35
As 1.71 -2.85 4.05
C 1.85 -3.02 5.96
C 3.38 -2.12 3.47
O 0.32 -2.00 3.69
H 2.49 -5.21 3.74
H 1.72 -4.58 2.27
H 0.71 -5.10 3.64
H 2.62 -3.75 6.22
H 0.88 -3.35 6.35
H 2.10 -2.06 6.40
H 4.16 -2.83 3.74
H 3.57 -1.16 3.96
H 3.35 -1.97 2.39
C 0.06 -2.71 0.82
H -0.48 -2.82 -0.12
H -0.21 -3.45 1.56
C -1.48 3.09 -3.31
C -0.35 2.17 -3.73
C 0.90 2.43 -2.88
C -0.02 2.34 -5.21
O -0.74 0.81 -3.57
Si -1.45 -0.04 -2.38
S -0.52 0.20 -0.53
O -1.39 -1.61 -2.82
C -1.69 -2.22 -4.08
C -0.51 -2.03 -5.02
C -2.96 -1.62 -4.69
C -1.90 -3.70 -3.77
O -3.00 0.52 -2.30
C -4.04 0.31 -1.36
C -5.34 0.50 -2.12
C -3.90 1.35 -0.25
C -3.97 -1.10 -0.76
H -1.20 4.13 -3.47
H -1.73 2.95 -2.26
H -2.38 2.88 -3.89
H 1.25 3.45 -3.05
H 1.69 1.73 -3.15
H 0.68 2.30 -1.82
H 0.32 3.35 -5.42
H -0.91 2.13 -5.81
H 0.76 1.64 -5.49
H -0.31 -0.97 -5.16
H -0.71 -2.49 -5.99
H 0.38 -2.48 -4.59
H -2.82 -0.56 -4.89
H -3.80 -1.73 -4.01
H -3.19 -2.12 -5.63
H -1.01 -4.10 -3.30
H -2.10 -4.26 -4.69
H -2.74 -3.83 -3.09
H -5.37 1.49 -2.56
H -6.20 0.39 -1.45
H -5.43 -0.23 -2.92
H -3.94 2.35 -0.69
H -2.96 1.23 0.27
H -4.73 1.26 0.46
H -4.04 -1.85 -1.55
H -4.79 -1.25 -0.06
H -3.03 -1.25 -0.23
C -2.29 4.04 2.96
N -1.28 3.00 2.80
C -0.29 3.23 1.75
C -1.54 1.71 3.15
O -1.18 0.76 2.44
N -2.22 1.48 4.31
C -2.26 2.41 5.41
C -2.70 0.13 4.58
H -2.62 4.37 1.97
H -1.89 4.91 3.49
H -3.16 3.66 3.49
H -0.53 4.17 1.26
H -0.33 2.43 1.00
H 0.71 3.29 2.16
H -1.56 3.23 5.24
H -1.96 1.89 6.33
H -3.25 2.83 5.58
H -2.23 -0.58 3.91
H -3.79 0.07 4.47
H -2.45 -0.14 5.61
*
```

The relative energy (zero: lowest compared OMol25 entry of this formula, charge and spin) is 0.0 kJ/mol. The value obtained for the energy is -5259.25306 a.u. As for the expectation value of S²: 8.804.

Here are the Mulliken charges for atoms 1 to 2, given in e: 2.95 -1.55